No. 1
5
Properties=species:S:1:pos:R:3 method="wB97M-V/def2-TZVPD" e_lumo_ev="-0.817 / -1.632" e_above_lowest_ev=2.974 orbital_gap_ev="8.96 / 6.40"
C -1.003 0.141 0.062
O -1.796 -0.721 0.020
O 1.675 -0.692 -0.109
F 1.943 0.650 0.083
Cl -0.428 1.568 -0.031

No. 2
13
Properties=species:S:1:pos:R:3 method="wB97M-V/def2-TZVPD" e_lumo_ev=0.099 e_above_lowest_ev=2.355 smiles="[H]/N=C1C=C/C(=N/S)N/1" orbital_gap_ev=8.87
C 0.283 0.529 0.064
C -1.882 -0.471 -0.099
C -1.944 1.124 -0.148
C -0.744 1.599 0.083
H 3.623 0.242 0.479
H 0.003 -1.571 0.413
H -2.564 -2.228 0.394
H -3.017 1.503 -0.262
H -0.324 2.646 0.297
N 1.494 0.747 0.080
N -0.446 -0.708 -0.118
N -2.934 -1.245 0.105
S 2.575 -0.552 -0.074

No. 3
83
Properties=species:S:1:pos:R:3 method="wB97M-V/def2-TZVPD" e_lumo_ev="-1.020 / -1.022" spin_multiplicity=2 s_squared=0.784 orbital_gap_ev="5.45 / 5.63"
C -2.544 -0.222 0.746
C -2.978 0.358 -0.495
C -2.406 -0.464 -1.566
H -3.757 1.114 -0.655
C -1.529 -1.413 -0.936
C -1.673 -1.294 0.466
H -1.208 -1.958 1.195
H -2.834 0.096 1.755
H -2.753 -0.483 -2.603
H -0.883 -2.119 -1.458
Cu -1.247 1.134 -1.382
Si -0.754 0.752 -6.071
C -0.180 2.076 -7.290
C 1.102 2.005 -7.847
H 1.744 1.136 -7.660
C 1.583 3.054 -8.634
H 2.597 3.000 -9.024
C 0.755 4.142 -8.915
H 1.125 4.943 -9.540
C -0.533 4.203 -8.381
H -1.186 5.048 -8.597
C -1.004 3.173 -7.566
H -2.010 3.216 -7.132
C -0.195 -0.730 -7.223
C -0.925 -0.959 -8.401
H -1.844 -0.391 -8.582
C -0.475 -1.861 -9.374
H -1.032 -1.997 -10.298
C 0.708 -2.580 -9.177
H 1.064 -3.292 -9.918
C 1.429 -2.384 -8.002
H 2.346 -2.936 -7.805
C 0.981 -1.462 -7.051
H 1.587 -1.309 -6.150
H -2.227 0.664 -5.935
Si 2.649 -0.772 -4.059
C 1.563 -2.313 -3.851
C 0.189 -2.487 -4.118
H -0.384 -1.751 -4.694
C -0.505 -3.653 -3.736
H -1.579 -3.744 -3.912
C 0.174 -4.700 -3.119
H -0.376 -5.593 -2.822
C 1.529 -4.557 -2.833
H 2.071 -5.351 -2.304
C 2.218 -3.404 -3.242
H 3.303 -3.361 -3.089
C 1.620 0.788 -4.464
C 0.138 0.811 -4.338
H -0.298 -0.004 -3.738
C -0.541 2.105 -4.233
H -1.574 2.157 -3.860
C 0.175 3.278 -4.459
H -0.324 4.244 -4.380
C 1.530 3.221 -4.781
H 2.045 4.143 -5.072
C 2.232 2.006 -4.720
H 3.308 2.034 -4.924
H 3.824 -1.053 -4.832
Cl 3.435 -0.421 -2.191
C 2.944 -2.779 2.386
C 2.797 -1.574 3.086
C 2.081 -0.510 2.528
C 1.506 -0.658 1.248
C 1.624 -1.897 0.575
C 2.348 -2.942 1.127
N 0.850 0.349 0.524
N 0.715 1.461 1.143
C 0.500 2.631 0.402
C 1.055 3.783 0.986
C 0.845 5.016 0.401
C 0.030 5.064 -0.739
C -0.539 3.893 -1.232
N -0.274 2.669 -0.720
H 3.528 -3.592 2.827
H 3.255 -1.460 4.072
H 1.953 0.443 3.038
H 1.145 -1.973 -0.398
H 2.453 -3.884 0.586
H 1.631 3.595 1.888
H 1.293 5.912 0.819
H -0.175 6.012 -1.229
H -1.224 3.925 -2.084

No. 4
176
Properties=species:S:1:pos:R:3 method="wB97M-V/def2-TZVPD" e_lumo_ev=-2.520 charge=+1 orbital_gap_ev=9.15
C 5.609 -2.138 0.073
C 5.187 -3.361 -0.878
C 3.617 -3.206 -1.206
C 3.223 -4.208 -2.406
C 3.381 -3.463 -3.802
C 2.048 -2.788 -4.371
C 0.934 -2.460 -3.283
C -0.421 -2.107 -4.100
C -0.569 -0.548 -4.388
C -1.864 0.033 -3.649
C -1.986 1.611 -3.784
C -0.762 2.306 -2.991
C -0.980 3.854 -2.713
C 0.305 4.587 -2.133
C 1.526 4.664 -3.168
C 2.514 3.411 -3.090
N 3.712 3.571 -2.223
C 3.348 4.029 -0.846
C 4.546 4.067 0.214
O 5.544 3.032 0.085
C 5.901 2.950 -1.341
C 7.224 2.108 -1.425
C 8.051 2.349 -2.789
C 9.629 2.586 -2.513
C 10.454 1.486 -3.358
C 10.669 1.897 -4.887
C 12.220 2.152 -5.270
C 4.601 2.371 -2.061
P 4.862 1.309 -3.601
C 3.266 0.347 -4.058
O 5.945 -0.007 -3.301
H 5.139 -2.310 1.098
H 6.740 -2.043 0.189
H 5.258 -1.173 -0.414
H 5.834 -3.350 -1.808
H 5.420 -4.317 -0.318
H 3.492 -2.130 -1.561
H 3.054 -3.423 -0.248
H 2.232 -4.727 -2.250
H 4.016 -5.033 -2.385
H 4.226 -2.700 -3.793
H 3.696 -4.258 -4.564
H 1.639 -3.399 -5.244
H 2.347 -1.784 -4.825
H 1.200 -1.568 -2.617
H 0.655 -3.338 -2.618
H -0.423 -2.715 -5.059
H -1.289 -2.439 -3.451
H -0.711 -0.359 -5.498
H 0.382 0.013 -4.080
H -2.833 -0.443 -4.014
H -1.765 -0.194 -2.530
H -1.829 1.906 -4.878
H -2.940 2.037 -3.348
H -0.611 1.761 -1.997
H 0.150 2.148 -3.666
H -1.359 4.408 -3.628
H -1.804 3.944 -1.928
H 0.010 5.659 -1.858
H 0.603 4.070 -1.168
H 2.125 5.618 -3.015
H 1.052 4.652 -4.207
H 2.751 3.129 -4.172
H 1.920 2.520 -2.683
H 4.296 4.326 -2.641
H 2.884 5.075 -0.824
H 2.530 3.350 -0.424
H 4.062 3.923 1.241
H 4.963 5.130 0.231
H 6.155 4.031 -1.634
H 7.035 1.015 -1.206
H 7.918 2.476 -0.592
H 7.999 1.461 -3.493
H 7.607 3.231 -3.367
H 9.900 2.437 -1.423
H 9.937 3.602 -2.924
H 11.472 1.307 -2.870
H 9.915 0.475 -3.373
H 10.343 1.040 -5.575
H 10.015 2.782 -5.194
H 12.863 1.598 -4.517
H 12.467 3.259 -5.293
H 12.462 1.750 -6.307
H 4.079 1.710 -1.277
H 2.747 -0.088 -3.136
H 2.585 0.996 -4.685
H 3.629 -0.496 -4.736
H 5.650 -0.455 -2.480
C -6.155 0.685 -0.375
C -7.480 1.004 -1.048
O -7.236 2.202 -1.791
S -5.698 2.207 -2.300
O -5.665 1.736 -3.654
O -5.091 3.441 -1.895
O -5.152 1.022 -1.339
H -6.000 1.308 0.510
H -6.075 -0.363 -0.096
H -8.285 1.153 -0.331
H -7.763 0.219 -1.755
C 2.282 -2.066 -10.264
C 1.006 -1.813 -9.477
O 1.192 -2.503 -8.240
S 2.766 -2.480 -7.850
O 2.985 -1.404 -6.927
O 3.189 -3.823 -7.593
O 3.335 -2.021 -9.297
H 2.277 -3.062 -10.716
H 2.446 -1.317 -11.038
H 0.120 -2.180 -9.993
H 0.883 -0.749 -9.256
C -9.439 -0.290 4.033
C -9.714 0.148 2.605
O -8.509 0.795 2.180
S -7.243 0.089 2.907
O -6.679 -0.870 2.001
O -6.463 1.105 3.545
O -8.072 -0.719 4.040
H -9.538 0.546 4.728
H -10.093 -1.103 4.349
H -10.562 0.827 2.535
H -9.884 -0.714 1.953
C 1.748 -3.378 2.777
C 0.371 -2.772 2.570
O -0.536 -3.875 2.659
S 0.058 -4.966 3.701
O -0.568 -4.757 4.975
O 0.085 -6.243 3.055
O 1.568 -4.387 3.777
H 2.107 -3.863 1.864
H 2.486 -2.633 3.110
H 0.275 -2.275 1.605
H 0.125 -2.066 3.369
C -2.583 -2.979 7.995
C -2.845 -2.832 6.505
O -3.694 -1.687 6.391
S -3.325 -0.634 7.567
O -2.442 0.357 7.026
O -4.528 -0.299 8.268
O -2.450 -1.643 8.486
H -3.431 -3.446 8.502
H -1.678 -3.551 8.199
H -3.327 -3.711 6.078
H -1.921 -2.624 5.960
C 3.367 2.222 3.692
C 4.613 1.677 3.008
O 4.968 0.516 3.759
S 3.619 -0.175 4.336
O 3.248 -1.246 3.451
O 3.768 -0.357 5.746
O 2.614 1.069 4.073
H 3.624 2.777 4.598
H 2.779 2.859 3.032
H 5.432 2.395 3.001
H 4.396 1.364 1.983
C -10.755 2.669 7.956
C -10.696 1.175 8.229
O -11.958 0.669 7.780
S -12.467 1.554 6.524
O -12.118 0.863 5.314
O -13.797 2.008 6.795
O -11.444 2.797 6.709
H -11.336 3.190 8.722
H -9.763 3.115 7.890
H -10.544 0.949 9.282
H -9.912 0.700 7.640
C -7.423 -3.628 7.414
C -8.668 -3.359 6.584
O -9.700 -3.103 7.538
S -9.052 -2.388 8.841
O -9.244 -0.971 8.721
O -9.441 -3.125 10.004
O -7.500 -2.716 8.511
H -7.427 -4.645 7.814
H -6.506 -3.465 6.847
H -8.934 -4.201 5.947
H -8.545 -2.462 5.969